ORCA calculation (ωB97M-V with the def2-TZVPD basis set) on 10 unconnected molecules or ions with the total composition C28H56Br8O8 in a non-equilibrium geometry.

Positions of all 100 atoms, in Å:
C  -6.9592  1.1345  -5.8178
C  -6.0410  2.3275  -5.6469
O  -6.2264  2.9415  -4.3384
C  -5.4484  3.8353  -3.8301
C  -5.7901  4.3159  -2.4477
O  -4.4291  4.2661  -4.4246
H  -6.6659  0.4152  -5.0531
H  -6.8249  0.6461  -6.7830
H  -7.9752  1.5126  -5.7043
H  -4.9847  2.0831  -5.7599
H  -6.3875  3.0790  -6.3563
H  -4.9437  4.2139  -1.7685
H  -6.7269  3.8733  -2.1091
H  -5.8857  5.3985  -2.5304
C  2.0823  -0.1272  7.5511
C  1.2562  -1.4032  7.7852
O  2.0862  -2.3494  8.4690
C  1.6132  -3.5148  8.9411
C  2.7009  -4.2984  9.6147
O  0.4883  -3.9680  8.8316
H  3.1003  -0.3556  7.2356
H  2.1608  0.5049  8.4356
H  1.5646  0.4782  6.8071
H  0.4108  -1.1890  8.4390
H  0.8959  -1.8107  6.8406
H  3.6627  -3.9584  9.2309
H  2.4057  -5.3157  9.3577
H  2.6144  -4.0846  10.6801
C  -0.3535  -0.0437  0.9164
C  -0.0875  1.3838  0.6697
C  1.0651  1.8055  -0.1813
O  -0.6650  2.2476  1.2345
H  0.3608  -0.3750  1.6701
H  -0.0534  -0.6321  0.0493
H  -1.3986  -0.2675  1.1301
H  0.6566  2.2133  -1.1059
H  1.8053  1.0506  -0.4463
H  1.5335  2.6475  0.3284
C  1.1471  -7.1122  3.3896
C  1.5314  -7.0117  1.9551
C  1.4423  -8.2592  1.0539
O  2.0531  -6.0028  1.4939
H  0.2778  -7.7352  3.6003
H  0.8208  -6.1016  3.6354
H  1.9595  -7.3563  4.0740
H  1.7236  -8.0335  0.0253
H  0.4073  -8.5925  0.9779
H  2.1883  -9.0052  1.3282
C  -4.6424  -2.8190  4.9572
C  -5.5717  -3.9447  5.2776
C  -5.1835  -4.7763  6.5210
O  -6.7152  -4.0556  4.7732
H  -3.5937  -3.1126  5.0030
H  -4.9391  -2.0410  5.6606
H  -4.9165  -2.4618  3.9646
H  -5.9590  -5.5186  6.7100
H  -5.1297  -4.0571  7.3383
H  -4.2143  -5.2570  6.3876
C  7.3023  8.4052  -3.0576
C  6.4788  7.2206  -2.5898
C  7.0017  6.4237  -1.4619
O  5.3300  7.0161  -3.0530
H  8.3032  7.9764  -3.1051
H  7.3260  9.2265  -2.3413
H  6.9096  8.7200  -4.0245
H  7.1907  6.9531  -0.5280
H  7.9264  5.9661  -1.8135
H  6.2780  5.6444  -1.2229
Br  2.5477  4.8145  -7.9907
C  1.2681  3.5853  -7.0946
C  1.9283  2.3541  -6.5185
Br  0.6063  1.1377  -5.7070
H  0.4164  3.4477  -7.7608
H  0.8099  4.1970  -6.3174
H  2.6305  2.6284  -5.7313
H  2.4590  1.7621  -7.2641
Br  -1.2888  9.2713  3.6405
C  -1.1541  7.7359  2.3338
C  -0.6685  8.2404  0.9592
Br  -2.1625  9.3278  0.0686
H  -2.1275  7.2481  2.2828
H  -0.5282  6.9689  2.7898
H  -0.4907  7.3395  0.3720
H  0.2414  8.8372  1.0234
Br  -3.1997  -5.6246  -8.1194
C  -2.4883  -5.7922  -6.3150
C  -3.4929  -5.1622  -5.2694
Br  -2.6008  -5.0492  -3.4838
H  -1.5211  -5.2944  -6.3851
H  -2.2545  -6.8439  -6.1496
H  -4.4325  -5.7102  -5.1979
H  -3.6646  -4.1212  -5.5431
Br  4.0879  -4.8216  -4.3221
C  4.4841  -3.0383  -3.6075
C  5.9409  -2.9870  -3.2809
Br  6.3338  -1.3162  -2.3250
H  3.8685  -2.8943  -2.7196
H  4.2409  -2.3226  -4.3928
H  6.6147  -3.0507  -4.1353
H  6.2462  -3.8455  -2.6827

Cartesian forces, eV/Å:
C 0.5562 0.3004 0.9696
C 0.1532 0.9013 -0.3757
O -2.1275 -1.9703 -0.0343
C 4.5135 1.9022 -1.2997
C -0.3945 0.3581 -0.4375
O -2.4167 -0.9847 1.2263
H -0.5599 -0.2053 0.0794
H 0.0182 0.3143 -0.0658
H -0.1061 -0.5318 0.0721
H -0.0794 0.1900 -0.1454
H 0.6467 0.1696 -0.1856
H -0.1378 -0.5433 -0.0712
H 0.2626 0.0489 0.3035
H -0.3126 0.0485 -0.0371
C -0.3817 -0.2561 0.1811
C 0.0569 0.5677 0.3929
O 0.1355 -0.0863 0.0059
C -0.7401 -0.5442 -0.2459
C -0.5030 0.5067 -0.4289
O 0.7172 1.2596 -0.2440
H -0.1431 -0.0717 -0.2394
H -0.0535 -0.2469 0.1930
H 0.1734 -0.0423 -0.1796
H -0.2012 -0.0104 -0.2124
H 0.0487 -0.1784 0.0796
H 0.0323 -0.4220 0.1818
H 0.6787 -0.1544 0.4512
H 0.1719 -0.3214 0.0511
C 0.1044 -1.2035 -0.9088
C 1.4995 -0.5653 -0.3199
C 0.5648 0.2054 -0.6464
O -1.9561 1.7432 1.2957
H -0.2987 -0.0087 0.4443
H -0.1256 -0.0469 -0.2107
H 0.2328 0.1434 0.4221
H -0.0205 -0.0470 -0.1668
H -0.1221 -0.1024 0.1329
H 0.1257 -0.1060 -0.0544
C -1.0924 0.9713 0.5391
C 1.9252 -0.2455 -1.8302
C -0.1263 0.8370 -0.4470
O -0.8903 -0.7669 0.8032
H 0.2413 -0.3923 -0.2134
H 0.1455 0.1175 0.3102
H 0.1408 -0.1834 -0.3224
H 0.0221 0.5844 0.0816
H 0.1366 -0.5939 0.4739
H -0.5047 -0.3133 0.6041
C -0.6490 -0.2050 -0.9875
C -3.1527 -0.7850 0.4592
C -0.4759 0.2090 -1.1461
O 3.3194 0.2263 0.9686
H -0.0814 0.2731 0.2471
H 0.5105 0.1437 0.1618
H 0.2584 0.1135 -0.0272
H 0.1185 0.0873 0.0527
H 0.1252 -0.1325 0.1737
H 0.0360 0.0705 0.1029
C -0.0344 -1.1977 -0.2006
C -3.9485 1.4111 -0.5722
C -0.0171 -1.2106 0.2106
O 3.0714 0.2037 0.8969
H 0.3576 0.5458 -0.4166
H -0.1927 -0.1227 0.0779
H 0.2929 0.1353 0.1104
H 0.1641 0.4467 -0.2963
H 0.2013 -0.1416 0.3137
H 0.1017 -0.0772 -0.1189
Br -0.3890 -0.7339 0.3299
C -0.7225 0.8989 0.2991
C 0.2535 -0.0385 -0.2396
Br 0.2485 0.4240 -0.2071
H 0.5332 -0.5524 -0.3969
H 0.4175 -0.0466 0.2573
H -0.1658 -0.0590 -0.0487
H -0.1757 0.1047 0.0250
Br 0.0601 -1.0691 -0.7144
C -0.2075 0.8725 0.0534
C -1.1483 -0.3238 0.7607
Br 1.4191 -0.9150 0.6433
H -0.1398 0.5290 -0.1241
H 0.5356 0.4396 -0.1174
H -0.1503 0.3044 -0.4097
H -0.3728 0.1401 -0.0992
Br -0.2127 -0.0760 0.1082
C -0.3427 0.2843 0.7635
C 1.6365 -0.1011 -0.8077
Br -0.4901 -0.2622 -0.8099
H -0.3138 0.3099 0.4159
H -0.4459 0.0657 0.1171
H 0.2997 -0.0051 0.1553
H -0.1231 -0.2106 0.0622
Br -0.0307 0.2415 0.0561
C -0.1227 -0.0186 -0.3407
C 0.8597 -0.4335 0.2065
Br -0.0229 -0.4065 -0.1936
H 0.0263 -0.0558 -0.2270
H -0.1901 -0.0982 0.1992
H -0.3534 0.4291 -0.1936
H -0.1850 0.3434 0.4945

The HOMO energy is -9.625 eV. The calculation puts the total energy at -22294.4401 a.u. As for the structure (SMILES): CCOC(C)=O.CCOC(C)=O.CC(C)=O.CC(C)=O.CC(C)=O.CC(C)=O.BrCCBr.BrCCBr.BrCCBr.BrCCBr. As for the LUMO energy: 0.0 eV.

Here are the Löwdin charges for atoms 1 to 99, given in e:
1 C -0.07
2 C -0.19
3 O 0.00
4 C -0.55
5 C 0.02
6 O 0.04
7 H 0.08
8 H 0.08
9 H 0.08
10 H 0.12
11 H 0.13
12 H 0.09
13 H 0.08
14 H 0.09
15 C -0.06
16 C -0.21
17 O -0.03
18 C -0.55
19 C 0.02
20 O 0.08
21 H 0.08
22 H 0.07
23 H 0.07
24 H 0.12
25 H 0.12
26 H 0.09
27 H 0.09
28 H 0.09
29 C -0.02
30 C -0.56
31 C -0.02
32 O 0.08
33 H 0.10
34 H 0.08
35 H 0.09
36 H 0.09
37 H 0.08
38 H 0.09
39 C -0.03
40 C -0.48
41 C -0.03
42 O 0.05
43 H 0.08
44 H 0.08
45 H 0.09
46 H 0.07
47 H 0.08
48 H 0.08
49 C -0.03
50 C -0.46
51 C -0.03
52 O 0.02
53 H 0.08
54 H 0.10
55 H 0.08
56 H 0.08
57 H 0.08
58 H 0.08
59 C -0.02
60 C -0.48
61 C -0.04
62 O 0.03
63 H 0.08
64 H 0.09
65 H 0.08
66 H 0.09
67 H 0.09
68 H 0.08
69 Br 0.57
70 C -0.68
71 C -0.68
72 Br 0.58
73 H 0.05
74 H 0.05
75 H 0.06
76 H 0.05
77 Br 0.52
78 C -0.64
79 C -0.60
80 Br 0.51
81 H 0.05
82 H 0.05
83 H 0.06
84 H 0.05
85 Br 0.60
86 C -0.70
87 C -0.63
88 Br 0.55
89 H 0.04
90 H 0.05
91 H 0.05
92 H 0.04
93 Br 0.61
94 C -0.70
95 C -0.72
96 Br 0.60
97 H 0.05
98 H 0.06
99 H 0.06